No. 1
25
Properties=species:S:1:pos:R:3:forces:R:3 method="wB97M-V/def2-TZVPD" relative_energy_kcal_mol=43.83 charge=0 molar_mass_g_mol=158.20 energy_ha=-535.02895 homo_lumo_gap_ev=9.92
C -0.584 2.685 -0.221 -1.82 -0.16 0.69
C 0.351 -0.915 0.600 -2.49 -0.81 -1.61
C 1.795 -0.870 1.032 1.14 -1.63 -2.13
C -0.588 1.222 -0.329 -0.18 -2.49 -0.25
C -1.961 -0.210 -2.064 3.42 1.78 1.60
C -0.526 0.868 2.123 -0.55 -2.15 -0.96
C -0.687 0.657 -1.747 -0.94 -0.59 0.73
N -0.385 0.340 0.691 -1.12 2.22 1.48
N 2.707 0.064 0.343 -1.32 1.21 -0.27
O 0.629 2.533 -0.464 2.37 0.56 -0.47
O -1.377 3.565 -0.064 -0.22 0.61 0.18
H 0.214 -1.171 -0.513 0.77 -0.24 1.84
H -0.276 -1.702 1.183 1.28 1.17 -0.78
H 1.929 -0.735 2.076 -0.18 -0.07 1.08
H 2.113 -1.926 0.735 0.04 1.20 0.86
H -2.773 0.344 -2.338 -2.57 1.58 0.62
H -1.945 -0.893 -1.277 -1.28 -1.30 1.14
H -1.778 -0.665 -2.952 1.04 -1.96 -2.58
H -0.868 0.026 2.846 0.02 1.53 -1.48
H 0.448 1.086 2.419 1.79 0.52 0.78
H -1.066 1.806 2.147 -0.58 -0.25 0.00
H -0.533 1.379 -2.500 0.02 1.27 -0.48
H 0.163 0.026 -1.818 0.81 -0.72 -0.44
H 2.213 0.973 0.085 1.04 -1.65 0.25
H 3.182 -0.355 -0.456 -0.49 0.34 0.20

***

No. 2
26
Properties=species:S:1:pos:R:3:forces:R:3 method="wB97M-V/def2-TZVPD" relative_energy_kcal_mol=144.73 charge=0 molar_mass_g_mol=190.27 energy_ha=-933.07035 homo_lumo_gap_ev="8.65 / 8.65"
C -0.724 1.493 -1.835 4.38 0.78 -0.43
C 1.520 -0.142 0.490 -0.51 0.87 0.28
C 0.520 -0.599 -0.244 -1.53 2.00 1.60
C 3.781 -0.408 -0.716 -2.36 -0.49 -0.41
C -3.432 0.499 1.438 -2.53 -1.77 -1.20
C 2.877 -0.754 0.568 1.75 0.10 -2.52
C -2.118 -0.024 0.800 -3.25 -0.68 -0.50
N -1.539 1.456 -0.903 -2.36 -0.24 -0.80
N -1.207 0.718 0.090 3.34 -2.20 2.76
O 1.451 1.062 1.158 -1.34 0.44 0.13
O 0.318 -1.628 -0.989 0.41 -0.06 -1.10
S -2.749 -1.658 -0.169 0.10 0.87 -0.45
H -0.839 2.172 -2.632 -0.36 0.56 -0.92
H 0.399 1.164 -1.551 -2.39 0.03 -1.11
H 4.800 -0.782 -0.737 -0.06 -0.38 0.43
H 3.205 -0.817 -1.599 0.90 0.54 0.69
H 3.833 0.663 -0.790 -0.01 0.53 -0.27
H -4.244 0.582 0.633 0.93 -0.72 1.09
H -3.834 -0.108 2.347 0.93 0.11 -2.07
H -3.587 1.425 1.857 1.25 2.87 0.81
H 2.997 -1.813 0.648 -0.85 -0.78 0.35
H 3.417 -0.312 1.343 0.45 0.66 1.77
H -1.692 -0.566 1.554 1.96 -0.97 1.83
H 0.497 1.430 1.214 1.81 -1.28 -0.64
H -0.478 -2.091 -0.708 -0.86 -0.40 0.19
H -3.171 -0.963 -1.268 0.22 -0.39 0.48

***

No. 3
26
Properties=species:S:1:pos:R:3:forces:R:3 method="wB97M-V/def2-TZVPD" spin_multiplicity=3 relative_energy_kcal_mol=113.04 charge=+1 molar_mass_g_mol=357.02 energy_ha=-867.84923 homo_lumo_gap_ev="6.51 / 6.02"
C -1.863 0.294 -0.117 0.04 -0.81 3.68
C -2.025 1.693 0.396 1.53 -2.77 0.65
C -1.759 1.785 1.792 0.25 -0.71 -1.44
C -1.524 0.480 2.297 1.08 -0.97 0.42
C -1.516 -0.544 1.295 -1.27 1.18 -3.10
W 0.299 -1.042 -0.290 -2.25 2.43 0.28
P 0.206 -0.595 -2.714 0.41 -0.51 0.77
H -2.593 -0.155 -0.836 0.90 0.52 0.48
H -2.172 2.510 -0.261 -0.37 0.70 -0.39
H -1.630 2.721 2.364 -0.38 -0.74 -0.39
H -1.789 -1.652 1.350 0.27 1.66 0.41
H -1.251 0.261 3.359 -0.37 0.28 -1.01
H 1.404 0.103 -3.253 -1.46 -0.86 -0.12
H -1.009 -0.082 -3.438 1.64 -0.69 0.71
H 0.350 -2.048 -2.971 -0.06 1.50 -0.77
C 4.808 -0.923 -0.090 0.64 -0.23 -0.13
N 4.278 -0.001 0.887 -1.64 0.04 -0.36
C 2.965 0.306 0.949 -0.21 0.57 1.45
N 2.544 1.182 1.916 1.47 -1.34 -1.42
O 2.100 -0.209 0.188 0.83 -0.09 -0.30
H 4.020 -1.289 -0.738 -0.08 0.08 0.04
H 5.293 -1.767 0.391 -0.10 -0.15 0.15
H 5.569 -0.435 -0.690 -0.01 0.14 -0.19
H 4.881 0.427 1.556 0.31 0.13 0.16
H 1.589 1.398 1.937 -1.36 0.37 0.17
H 3.175 1.595 2.565 0.20 0.27 0.27

***

No. 4
24
Properties=species:S:1:pos:R:3:forces:R:3 method="wB97M-V/def2-TZVPD" relative_energy_kcal_mol=130.79 charge=+1 molar_mass_g_mol=157.18 energy_ha=-725.50548 homo_lumo_gap_ev="6.96 / 7.12"
C 1.822 1.421 -0.104 0.21 -2.91 -0.32
C 1.322 -1.120 0.275 2.04 1.77 -0.25
C 0.581 2.152 -0.072 -1.48 1.04 -1.51
C -0.714 1.222 -0.365 1.44 1.01 4.98
C -0.095 -1.259 0.198 -1.82 1.08 -0.49
C -0.813 0.037 0.712 0.31 0.26 -2.86
C -0.575 -1.665 -1.182 0.51 -3.99 -0.76
N 3.012 1.506 -0.232 0.35 0.40 -0.38
N -2.323 -0.186 1.017 2.99 -0.29 2.77
P 2.898 -1.482 0.256 0.56 -1.00 0.26
H 0.752 2.615 0.898 -1.29 0.19 0.44
H 0.626 3.023 -0.835 -0.16 -1.30 1.02
H -1.659 1.742 -0.301 0.03 0.86 -0.14
H -0.585 0.872 -1.313 0.24 -1.28 -2.51
H -0.438 -1.970 0.910 -0.29 -1.39 0.64
H -0.356 0.172 1.633 0.69 1.12 1.69
H -0.282 -2.838 -1.286 -0.73 2.73 0.09
H -0.188 -1.222 -2.105 0.34 0.40 0.66
H -1.655 -1.649 -1.260 -0.47 0.01 0.02
H 3.451 2.367 -0.568 0.17 -0.06 0.21
H -2.640 0.180 1.920 0.30 0.38 -0.18
H -2.531 -1.142 1.063 -0.41 -2.08 -0.26
H -2.793 0.231 0.315 -2.51 1.60 -2.93
H 3.182 -3.007 0.426 -1.01 1.45 -0.20

***

No. 5
24
Properties=species:S:1:pos:R:3:forces:R:3 method="wB97M-V/def2-TZVPD" relative_energy_kcal_mol=89.11 charge=0 molar_mass_g_mol=154.29 energy_ha=-674.03125 homo_lumo_gap_ev=9.34
C 2.050 -2.749 2.005 -0.19 3.65 -0.21
C 0.943 -2.554 1.222 0.52 -4.09 -0.79
C 2.001 -0.687 1.220 1.91 -0.40 0.64
C -1.680 1.095 -1.738 -2.15 -0.13 -3.10
C -1.688 0.971 0.729 2.46 3.22 -1.62
C 0.304 2.035 -0.693 -1.34 0.43 0.57
C -0.807 0.926 -0.575 1.55 1.64 0.97
N 2.687 -1.476 2.011 -0.13 -0.61 0.56
N 0.963 -1.345 0.631 -0.25 1.87 -0.32
Si -0.027 -0.798 -0.712 1.44 1.93 -2.24
H 2.400 -3.525 2.663 -0.15 -0.21 -0.28
H 0.478 -3.393 0.706 -0.77 0.37 0.44
H 2.353 0.334 1.047 -0.67 -0.40 -0.23
H -1.194 1.484 -2.687 -0.08 -0.95 1.06
H -2.233 0.151 -1.965 0.30 0.50 -0.25
H -2.507 1.832 -1.651 0.47 -0.16 0.68
H -2.271 1.920 0.704 0.70 -0.43 0.56
H -1.144 0.743 1.618 0.39 0.38 0.77
H -2.356 0.251 0.590 -3.14 -3.24 -0.32
H 0.720 2.045 0.273 0.96 0.65 1.34
H 1.068 1.730 -1.347 1.00 -0.63 -1.06
H 0.084 3.098 -1.025 -0.60 -1.31 0.59
H -1.212 -1.580 -0.572 -0.51 -1.18 -0.49
H 1.068 -0.507 -2.455 -1.73 -0.89 2.73

***

No. 6
24
Properties=species:S:1:pos:R:3:forces:R:3 method="wB97M-V/def2-TZVPD" smiles="C[N@H+]1CCCN2NCC=C21" relative_energy_kcal_mol=104.60 charge=+1 molar_mass_g_mol=140.21 energy_ha=-439.02150 homo_lumo_gap_ev=9.20
C 1.461 1.434 0.492 2.62 2.24 0.42
C 0.796 0.366 0.257 -6.10 -1.09 0.74
C 0.553 2.544 0.998 -0.89 0.16 2.16
C -1.404 -0.909 -1.062 0.46 -1.29 0.43
C -1.685 0.422 -0.349 -2.38 -2.08 -1.24
C 0.047 -1.082 -1.529 -0.99 0.84 -1.82
C 0.954 -2.117 0.556 -1.97 -1.87 4.41
N -0.719 1.878 1.337 -0.07 -0.93 -2.10
N -0.720 0.586 0.617 4.97 1.00 3.16
N 0.999 -0.960 -0.314 0.90 1.08 -1.84
H 2.495 1.672 0.232 -0.18 -0.42 0.33
H 0.742 3.181 1.939 0.81 -1.21 -1.44
H 0.471 3.251 0.203 -0.37 0.61 -0.72
H -1.729 -1.802 -0.481 0.28 0.73 0.00
H -2.016 -0.976 -1.940 -0.27 0.11 -0.63
H -1.842 1.195 -1.139 0.05 -0.01 0.87
H -2.588 0.111 0.252 0.12 1.34 -1.10
H 0.188 -2.021 -2.119 0.25 0.46 1.09
H 0.159 -0.250 -2.321 0.84 -0.92 1.67
H -0.140 -2.283 0.895 1.86 0.10 -0.79
H 1.398 -3.061 0.185 -0.42 0.88 -0.69
H 1.495 -1.979 1.563 -0.60 0.51 -1.70
H -0.875 1.771 2.333 0.38 -0.53 -0.25
H 1.961 -0.972 -0.602 0.68 0.28 -0.95

***

No. 7
24
Properties=species:S:1:pos:R:3:forces:R:3 method="wB97M-V/def2-TZVPD" relative_energy_kcal_mol=75.33 charge=+1 molar_mass_g_mol=140.21 energy_ha=-439.06815 homo_lumo_gap_ev=10.44
C -0.407 0.651 1.349 0.87 1.17 1.17
C -1.876 0.880 0.857 -0.58 0.39 -1.91
C 1.209 -1.509 0.585 1.74 -0.25 3.56
C 2.279 -0.916 -0.346 1.33 -0.49 1.12
C 2.023 1.569 -0.943 -0.70 -3.28 -2.22
C 0.551 -0.153 0.430 -2.54 1.01 0.42
C -2.050 -0.141 -0.319 -0.71 -1.19 1.20
N 1.617 0.387 -0.166 1.31 -1.37 -1.06
N -3.300 -0.574 -0.775 0.32 0.47 1.10
N -0.894 -0.659 -0.684 -1.00 1.33 -0.81
H 0.037 1.701 1.484 -0.29 -1.68 0.15
H -0.352 0.067 2.346 -0.47 1.28 -1.43
H -2.583 0.865 1.694 0.02 -0.84 -0.28
H -2.230 1.900 0.362 1.67 -1.61 0.89
H 0.673 -2.383 0.303 -0.53 -0.40 -0.73
H 1.635 -1.830 1.654 -0.98 1.33 -2.04
H 3.339 -0.820 0.008 -0.92 -0.56 -0.28
H 2.223 -1.529 -1.244 0.12 0.98 -0.91
H 1.914 2.404 -0.323 -0.29 1.65 0.23
H 3.104 1.376 -1.248 -1.46 0.50 0.52
H -3.276 -1.568 -1.132 -0.56 1.90 0.42
H -4.225 -0.154 -0.347 2.81 -1.41 -1.21
H 1.355 1.427 -1.892 1.29 1.42 1.40
H -0.767 -0.991 -1.650 -0.43 -0.36 0.71

***

No. 8
25
Properties=species:S:1:pos:R:3:forces:R:3 method="wB97M-V/def2-TZVPD" relative_energy_kcal_mol=53.65 charge=+1 molar_mass_g_mol=156.21 energy_ha=-514.32428 homo_lumo_gap_ev=8.67
C -0.980 -2.657 -0.229 0.34 1.02 2.59
C -0.412 -2.091 0.938 0.08 -1.49 -2.00
C 0.232 -0.987 -0.905 1.23 0.90 0.83
C -0.824 2.550 -1.682 -3.24 2.13 -1.54
C 1.009 2.633 -0.045 -1.25 1.64 -2.66
C 1.564 -0.565 1.129 1.27 2.17 1.91
C -0.223 2.250 -0.416 3.97 -1.08 1.06
N 0.440 -1.120 0.442 -0.63 -0.40 -2.22
N -0.599 -1.925 -1.332 -1.16 0.52 -0.43
N -0.448 -2.451 2.266 1.93 5.86 -2.75
O -0.776 1.339 0.392 -2.19 -0.96 0.38
H -1.412 -3.602 -0.264 -1.21 -1.09 -0.39
H -1.903 2.228 -1.741 0.94 0.07 0.13
H -0.920 3.652 -1.673 -0.15 -0.29 -0.23
H -0.404 2.379 -2.669 0.73 -0.70 0.32
H 1.449 3.327 -0.776 0.34 -0.23 0.93
H 0.756 -0.196 -1.455 -0.54 -0.52 0.05
H 1.390 2.449 0.910 0.72 -0.16 1.04
H 1.340 0.550 1.465 0.57 -2.48 -0.85
H 1.681 -1.171 2.063 0.21 0.56 -0.82
H 2.551 -0.632 0.548 -1.74 0.14 0.67
H -1.235 -1.862 -2.192 1.82 -0.28 1.47
H -0.049 -1.720 2.866 -0.63 -1.42 0.23
H -0.722 -3.315 2.463 -1.25 -4.02 1.73
H -1.504 0.936 -0.103 -0.18 0.11 0.55

***

No. 9
25
Properties=species:S:1:pos:R:3:forces:R:3 method="wB97M-V/def2-TZVPD" relative_energy_kcal_mol=102.28 charge=+1 molar_mass_g_mol=156.21 energy_ha=-514.24678 homo_lumo_gap_ev=10.30
C 0.875 1.122 0.084 3.27 1.66 -1.31
C -2.704 -0.526 -0.316 -0.36 -0.21 -0.26
C -2.547 1.033 -0.435 2.09 -3.05 1.20
C -1.400 -1.277 -0.179 1.97 -1.07 -1.45
C -1.365 1.542 0.377 0.15 1.38 0.67
C -0.453 -0.744 0.935 -2.07 -0.83 -2.45
C 3.852 0.034 -0.371 1.11 5.30 -1.56
N 2.303 -1.494 0.175 -0.76 -3.11 1.01
N -0.182 0.618 0.449 -2.05 -1.61 1.49
N 2.585 -0.352 0.026 -2.30 2.13 -0.43
O 1.492 2.004 -0.325 0.08 0.37 -0.07
H -3.333 -0.826 0.549 0.16 0.37 -0.50
H -3.127 -1.025 -1.242 -0.14 1.18 1.06
H -2.430 1.183 -1.434 0.22 1.09 -2.83
H -3.366 1.505 -0.030 -2.06 1.20 0.51
H -1.742 -2.310 0.030 0.84 0.30 -0.13
H -0.754 -1.256 -1.148 -1.36 -0.26 1.28
H -0.927 2.593 0.068 -1.30 -2.05 0.82
H -1.711 1.458 1.423 0.29 0.96 -0.24
H -1.169 -0.831 1.707 0.06 1.10 1.94
H 0.411 -1.348 1.070 0.56 -0.03 0.10
H 4.347 0.386 0.518 0.62 0.02 0.34
H 3.707 1.037 -0.992 0.21 -1.77 1.32
H 4.482 -0.512 -1.035 0.06 -1.52 -0.07
H 3.158 -2.015 0.098 0.72 -1.54 -0.46

***

No. 10
25
Properties=species:S:1:pos:R:3:forces:R:3 method="wB97M-V/def2-TZVPD" smiles=Cc1c[nH]c([C@](C)(N)CO)[nH+]1 relative_energy_kcal_mol=27.96 charge=+1 molar_mass_g_mol=156.21 energy_ha=-514.36523 homo_lumo_gap_ev=10.37
C 2.241 -1.286 -0.207 0.91 3.18 -0.37
C 2.339 0.078 -0.153 1.37 -0.22 1.36
C 0.241 -0.477 -0.136 -2.00 -1.16 -0.05
C 3.459 1.029 0.074 2.85 1.36 -1.45
C -1.771 -0.326 1.349 2.96 0.26 -1.43
C -1.739 0.863 -1.022 0.42 -1.55 3.33
C -1.227 -0.505 -0.090 -4.41 1.27 0.25
N 0.949 -1.590 -0.248 -0.50 -0.15 0.01
N 1.060 0.544 -0.043 1.20 -0.96 -0.44
N -1.815 -1.761 -0.502 1.84 0.12 -2.06
O -1.092 1.907 -0.328 -1.28 1.13 0.93
H 2.993 -1.957 -0.310 1.96 -1.97 -0.18
H 4.519 0.588 0.097 -1.81 0.03 -0.21
H 3.558 1.824 -0.772 -0.47 -1.36 1.30
H 3.454 1.611 1.010 -0.67 -0.40 -0.21
H -1.530 -1.108 1.998 1.02 -1.74 0.64
H -2.781 -0.324 1.439 -3.21 0.78 -0.36
H -1.268 0.489 1.756 0.24 1.84 1.06
H -2.846 1.092 -0.974 1.14 -1.09 -0.69
H -1.219 0.937 -1.915 0.01 -0.91 -2.49
H 0.644 -2.529 -0.413 -0.98 -0.16 0.12
H 0.864 1.510 0.026 -0.92 0.86 0.11
H -2.653 -2.143 -0.088 0.06 0.65 0.24
H -1.894 -1.654 -1.504 -0.53 -0.99 -0.19
H -1.833 2.100 0.255 0.82 1.15 0.77

***

No. 11
26
Properties=species:S:1:pos:R:3:forces:R:3 method="wB97M-V/def2-TZVPD" relative_energy_kcal_mol=55.87 charge=+1 molar_mass_g_mol=172.21 energy_ha=-589.55173 homo_lumo_gap_ev=10.62
C -0.169 1.195 0.876 -1.73 0.79 1.49
C 2.608 -0.182 -0.913 -2.47 0.95 -2.95
C 1.960 -1.205 -1.837 -0.57 -0.17 -0.81
C 1.652 1.019 -0.813 -0.40 0.07 2.74
C 0.751 -1.701 -1.031 0.65 -0.71 -0.72
C -1.750 -0.711 1.642 3.57 -1.56 -0.66
C -2.709 1.526 1.416 1.59 1.89 -3.15
N 0.391 0.563 -0.115 1.96 -1.88 -1.58
N -1.593 0.511 1.301 0.16 1.89 -0.74
N -0.166 -0.591 -0.751 -0.82 -0.25 2.01
O 0.106 2.220 1.440 -0.24 -1.26 -0.60
O -2.788 -1.271 2.096 -3.12 -0.51 0.43
H 2.823 -0.528 0.016 0.39 -1.20 2.93
H 3.492 0.175 -1.288 2.28 0.91 -1.17
H 1.722 -0.644 -2.783 -0.20 -0.75 0.69
H 2.509 -2.101 -2.148 0.52 0.43 0.30
H 2.057 1.711 -0.083 0.32 0.48 -0.26
H 1.338 1.571 -1.694 0.31 -0.32 -0.41
H 0.218 -2.638 -1.427 0.35 1.82 0.25
H 1.269 -2.049 -0.145 -0.58 -0.08 0.76
H -0.885 -1.516 1.583 -1.55 2.23 0.11
H -2.946 1.609 2.413 -1.05 0.05 2.21
H -2.274 2.576 1.135 -0.48 -2.13 0.58
H -3.575 1.438 0.698 0.96 -0.70 0.89
H -0.369 -0.157 -1.592 -1.14 0.15 -2.52
H -3.674 -0.820 2.003 1.28 -0.15 0.18

***

No. 12
27
Properties=species:S:1:pos:R:3:forces:R:3 method="wB97M-V/def2-TZVPD" relative_energy_kcal_mol=186.57 charge=+1 molar_mass_g_mol=188.21 energy_ha=-664.56385 homo_lumo_gap_ev="5.35 / 5.35"
C 0.389 2.125 -1.256 -0.58 -1.55 3.45
C -1.158 -1.144 0.131 -3.21 -1.91 -0.77
C 0.941 0.205 0.158 0.24 -2.56 -1.58
C 1.855 -0.443 -0.978 2.15 -0.58 3.03
C -0.426 2.004 1.026 -3.11 1.06 3.28
C 0.466 -1.558 1.882 0.23 0.59 -2.27
C -2.540 -0.830 -1.737 -1.32 -3.86 0.31
N 0.258 1.447 -0.058 1.42 3.04 -6.48
N -0.308 3.461 -1.472 -0.57 0.77 0.00
N -0.055 -0.838 0.664 3.87 1.52 1.44
O -1.028 3.857 -0.549 1.12 -0.30 -1.81
O -0.114 4.031 -2.547 0.04 -1.56 1.86
O -1.545 -0.345 -0.851 0.95 1.16 -0.33
H 1.605 0.395 0.956 0.54 0.27 1.17
H 2.969 -0.007 -0.975 -2.58 -0.82 0.08
H 1.484 -0.420 -1.954 -0.84 0.06 -1.46
H 1.922 -1.569 -0.648 0.03 2.23 -0.75
H 0.027 2.985 1.369 -0.70 -1.20 -0.56
H -1.536 2.122 0.762 1.71 0.25 0.23
H -0.528 1.320 1.909 0.91 0.25 -1.00
H 0.018 -1.128 2.702 -0.02 2.00 2.21
H -0.057 -2.452 1.983 -0.26 -2.20 -0.79
H 1.564 -1.635 1.861 -0.65 -0.02 0.21
H -2.497 -1.987 -1.677 -0.07 1.74 -0.03
H -2.292 -0.649 -2.777 -0.02 0.80 0.13
H -3.602 -0.630 -1.440 1.16 0.62 -0.25
H 0.969 1.741 -2.114 -0.46 0.22 0.69